Record 1
# C26H29IN2O4P2Pd

A structure of composition C26H29IN2O4P2Pd (ωB97M-V/def2-TZVPD, OMol25).

Last column: Mulliken charge in e.
Positions of all 65 atoms, in Å:
Pd  -0.54  0.58  -1.01  0.20
O  1.94  0.46  -2.35  -0.93
C  1.64  0.60  -1.14  -0.82
C  2.31  0.54  0.04  1.16
C  3.77  0.72  0.12  -1.25
C  4.37  1.03  1.29  -0.21
C  3.65  1.14  2.53  -1.04
C  2.29  0.82  2.52  -0.45
C  1.63  0.49  1.35  -0.16
P  0.01  -0.10  1.06  2.21
C  0.04  -1.94  1.16  0.47
C  1.20  -2.61  1.56  -0.41
C  1.24  -4.00  1.56  -0.59
C  0.13  -4.74  1.18  -0.60
C  -1.03  -4.07  0.78  -0.63
C  -1.07  -2.69  0.75  -0.08
C  -1.01  0.37  2.49  0.28
C  -1.79  -0.49  3.25  -0.32
C  -2.57  -0.02  4.29  -0.61
C  -2.58  1.34  4.60  -0.49
C  -1.81  2.21  3.85  -0.75
C  -1.04  1.74  2.80  -0.27
H  4.34  0.64  -0.80  0.25
H  5.45  1.18  1.30  0.32
H  4.16  1.40  3.45  0.32
H  1.74  0.81  3.46  0.38
H  2.06  -2.02  1.84  0.34
H  2.15  -4.51  1.86  0.36
H  0.16  -5.82  1.19  0.33
H  -1.90  -4.64  0.47  0.40
H  -1.95  -2.17  0.40  0.07
H  -1.80  -1.55  3.02  0.27
H  -3.18  -0.71  4.87  0.37
H  -3.19  1.71  5.42  0.33
H  -1.81  3.27  4.08  0.38
H  -0.44  2.42  2.21  0.31
C  1.17  3.66  -0.45  -0.15
O  0.73  3.65  -1.82  -0.39
P  -0.43  2.61  -2.33  0.53
O  -0.16  2.72  -3.92  -0.39
C  1.17  2.61  -4.44  -0.48
O  -1.74  3.59  -2.39  -0.43
C  -2.47  3.75  -1.17  -0.38
H  2.26  3.61  -0.44  0.27
H  0.78  2.80  0.09  -0.43
H  0.83  4.59  0.01  0.32
H  1.06  2.39  -5.50  0.27
H  1.71  1.81  -3.93  0.23
H  1.69  3.56  -4.32  0.21
H  -2.43  4.81  -0.88  0.21
H  -2.06  3.13  -0.37  -0.01
H  -3.50  3.44  -1.32  0.23
I  -3.63  0.14  -0.49  -0.70
C  -2.72  -2.32  -3.09  -1.44
C  -1.30  -2.58  -2.73  0.62
N  -0.41  -1.68  -2.40  0.01
C  0.76  -2.36  -2.14  -0.37
C  0.56  -3.70  -2.31  -1.03
N  -0.76  -3.83  -2.70  0.10
H  -2.88  -1.25  -3.16  0.17
H  -3.40  -2.69  -2.32  0.29
H  -2.98  -2.79  -4.05  0.44
H  1.65  -1.83  -1.86  0.56
H  1.20  -4.55  -2.17  0.41
H  -1.25  -4.68  -2.86  0.20

multiplicity = 1
charge = -2
LUMO = 4.5 eV
E_HOMO = 1.27 eV
ΔE to the lowest compared entry with this formula, charge and spin = 0.0 kcal per mole
E_tot = -68763.0951 eV

***

Record 2
# C3H6NO2S

A structure of composition C3H6NO2S at a distorted geometry (ωB97M-V/def2-TZVPD, OMol25).

Last column: Mulliken charge in e.
Positions of all 13 atoms, in Å:
C  0.07  0.72  -0.67  -0.81
C  1.23  1.00  0.28  -0.48
C  -1.84  -0.43  0.18  0.04
N  -0.65  -0.50  -0.26  0.32
O  0.08  -1.64  -0.37  -0.51
O  -2.76  0.32  0.34  -0.42
S  2.48  -0.33  0.22  -0.61
H  -0.64  1.54  -0.68  0.36
H  0.46  0.54  -1.68  0.26
H  1.72  1.94  -0.02  0.27
H  0.87  1.10  1.30  0.27
H  -2.22  -2.96  1.44  -0.04
H  1.20  -1.30  -0.08  0.33

multiplicity = 1
charge = -1
LUMO (alpha / beta) = 3.8 / 3.1 eV
E_HOMO (alpha / beta) = -3.92 / -3.48 eV
ΔE to the lowest compared entry with this formula, charge and spin = 146.4 kcal per mole
E_tot = -19624.1788 eV